1.
DFT (the ωB97M-V functional and the def2-TZVPD basis) results for a cluster of 6 separate species, C6H25N2O5 in total at a distorted geometry.

As for the electronic energy: -728.66354 Eh. As for the expectation value of S²: 0.7630. Its HOMO-LUMO gap (spin up / spin down) is 9.2 / 5.5 eV. The HOMO energy (spin up / spin down) is -0.582 / -0.582 Eh. As for the spin multiplicity: 2. For the energy relative to the best compared isomer or geometry (same formula, charge and spin), the calculation gives 0.0 kcal per mole. As for the charge: +2.

```
38
Properties=species:S:1:pos:R:3:forces:R:3:mulliken_charge:R:1
C -0.906460 -2.759752 0.704409 -0.9 0.7 1.1 -1.478
C -0.289421 -2.232893 -0.569719 1.1 -0.6 0.5 0.125
C 0.153024 -0.722305 -0.475872 -3.1 -0.8 -0.7 -0.086
C 0.183544 -0.244553 -1.973065 2.3 1.0 -0.4 -0.689
N -0.097243 3.497567 -1.564954 -0.5 -2.4 -1.6 -0.238
C -0.326800 2.203491 -1.916677 -2.3 1.8 1.3 -0.066
C 0.619008 1.218753 -1.947997 -0.8 -1.1 -0.6 -0.465
N 0.988026 -3.098547 -0.850622 0.3 -0.3 -1.0 -0.337
H -0.971706 -3.825700 0.860347 0.5 -0.5 -0.5 0.429
H -0.401182 -2.330891 1.569681 0.4 -0.1 0.0 0.365
H -1.949918 -2.463107 0.892289 0.2 0.4 -0.7 0.364
H -0.910407 -2.394202 -1.481637 0.3 0.1 0.8 0.344
H -0.706612 -0.231694 0.105636 0.7 -0.5 -1.3 -0.011
H 0.956414 -0.432473 0.175224 1.0 -0.5 -0.1 0.389
H -0.732477 -0.539313 -2.503980 -0.1 1.0 0.5 0.528
H 0.971665 -0.700111 -2.649105 -0.4 -0.2 1.2 0.344
H -0.877815 4.138688 -1.515973 0.0 0.2 0.0 0.317
H 0.801312 3.864181 -1.816454 0.6 0.6 0.4 0.274
H -1.383747 1.858659 -1.978506 0.7 0.7 0.1 0.346
H 1.635002 1.538649 -1.870662 0.8 -0.3 0.1 0.395
H 1.472835 -2.716961 -1.685181 -0.2 -0.3 0.4 0.341
H 0.813866 -4.113800 -1.050100 -0.2 1.0 0.3 0.391
H 1.741347 -3.052650 -0.142363 -0.6 0.1 0.0 0.370
H 2.828187 -0.693702 -0.780309 -0.4 -0.1 0.4 0.246
H 4.061691 -1.329581 -1.137132 0.3 -0.9 0.2 0.341
O 3.223384 -1.572086 -0.710025 0.3 1.1 -0.7 -0.574
H -0.431959 2.950223 1.278582 -0.1 0.2 0.1 0.274
H 0.817562 2.327528 1.934389 -0.1 0.0 0.4 0.353
O -0.091737 2.632122 2.119745 0.6 -0.2 -0.6 -0.625
H 2.187991 0.268654 2.740137 0.1 0.2 0.4 0.316
H 2.171039 1.571923 3.637208 0.2 -0.7 -1.1 0.353
O 2.294308 1.227198 2.714325 -0.3 0.5 0.7 -0.686
H -3.215354 0.506083 1.216794 -0.3 -0.1 -0.1 0.414
H -4.283812 0.884177 0.191748 -0.2 -0.1 0.0 0.272
O -3.717657 0.151153 0.452215 0.5 0.1 -0.2 -0.632
H -2.854933 1.828199 3.111003 0.5 0.2 0.3 0.284
H -1.406311 1.474541 2.447669 -0.4 0.7 0.7 0.381
O -2.364655 1.312529 2.468933 -0.2 -0.8 -0.6 -0.666
```
Positions in Å, forces in eV/Å.

2.
DFT (the ωB97M-V functional and the def2-TZVPD basis) results for a cluster of 6 separate species, C6H25NO6 in total at a distorted geometry.

As for the electronic energy: -749.33946 Eh. As for the expectation value of S²: 0.7545. Its HOMO-LUMO gap (spin up / spin down) is 11.0 / 5.9 eV. The HOMO energy (spin up / spin down) is -0.501 / -0.501 Eh. As for the spin multiplicity: 2. For the energy relative to the best compared isomer or geometry (same formula, charge and spin), the calculation gives 70.8 kcal per mole. As for the charge: +1.

```
38
Properties=species:S:1:pos:R:3:forces:R:3:mulliken_charge:R:1
C 1.416790 -1.135838 1.505641 2.4 -0.9 -0.7 -1.057
C -0.029459 -0.812297 1.063518 0.0 -0.5 0.2 -0.249
N 0.012834 0.612657 0.658010 -5.9 -3.0 -0.6 0.713
C 0.272579 0.833735 -0.682242 1.9 3.3 -2.8 -0.150
C 1.759789 0.902350 -0.827588 3.0 -1.8 3.0 -1.339
C -1.167347 1.368887 1.014312 -2.3 0.6 1.0 -0.480
C -0.614710 2.686674 1.684979 -1.7 0.9 0.0 -0.369
O -1.687288 3.621556 1.537027 1.1 1.2 -1.0 -0.537
H 1.699520 -0.773299 2.550254 -0.6 -0.4 -1.5 0.257
H 1.651643 -2.224072 1.454091 -0.6 0.6 0.4 0.341
H 2.255877 -0.753482 0.712933 -2.4 -0.7 2.5 0.186
H -0.546236 -1.494742 0.256859 1.6 1.5 0.6 0.068
H -0.866779 -0.858180 1.776643 1.1 -0.2 0.7 0.499
H -0.118507 1.845914 -0.868006 0.1 -0.3 -0.4 0.527
H -0.134260 0.203277 -1.504635 -0.3 -0.3 1.2 -0.085
H 2.168334 1.425067 -1.627791 0.1 0.5 -2.0 0.498
H 2.121990 -0.206528 -0.769930 -0.1 2.4 -0.8 0.333
H 2.327648 1.480917 0.053153 -1.5 -1.4 -1.5 0.240
H -1.908054 1.669145 0.129109 2.3 -0.5 1.4 0.283
H -1.928164 0.847454 1.703792 1.8 0.5 -0.6 0.365
H 0.320795 2.996108 1.148470 -0.7 -0.1 0.9 0.435
H -0.557330 2.543877 2.792206 0.8 -0.1 -1.1 0.271
H -1.408081 4.380230 0.954856 -0.4 -1.2 0.9 0.343
H -2.963498 -3.275491 -0.043353 0.3 1.0 -0.8 0.309
H -1.593168 -3.077566 -0.724044 -1.9 0.8 0.0 0.377
O -2.495199 -2.607368 -0.608269 1.6 -1.7 0.8 -0.663
H -0.116285 -0.788469 -3.952907 2.5 -1.0 0.0 0.429
H 1.443225 -0.935513 -3.465721 -0.6 0.1 -0.3 0.290
O 0.808706 -1.166681 -4.162431 -1.6 0.6 0.3 -0.639
H -0.442332 -4.366935 0.748555 -0.3 -0.3 2.2 0.327
H 0.700141 -4.192836 -0.224304 1.9 0.1 -0.1 0.291
O -0.214869 -4.336711 -0.147058 -1.5 0.2 -2.1 -0.628
H 2.041885 1.517055 3.555063 1.1 -3.8 5.7 0.282
H 1.694187 1.411712 2.088311 -0.3 -2.1 -1.7 0.191
O 1.904689 1.931354 2.808063 -0.4 5.8 -3.8 -0.579
H -2.488954 0.345959 -2.998625 1.8 -1.3 -0.3 0.275
H -1.691266 0.412878 -4.200069 0.4 0.9 -2.4 0.306
O -1.628833 -0.030786 -3.388887 -2.4 0.6 2.7 -0.662
```
Positions in Å, forces in eV/Å.

3.
DFT (the ωB97M-V functional and the def2-TZVPD basis) results for a cluster of 6 separate species, C6H26N2O5 in total at a distorted geometry.

As for the electronic energy: -729.84551 Eh. Its HOMO-LUMO gap is 8.4 eV. The SMILES is CNCCNC(C)C.O.O.O.O.O. The HOMO energy is -0.300 Eh. For the energy relative to the best compared isomer or geometry (same formula, charge and spin), the calculation gives 54.8 kcal per mole. As for the charge: 0.

```
39
Properties=species:S:1:pos:R:3:forces:R:3:mulliken_charge:R:1
C 1.330309 -1.110981 -3.273087 0.5 -0.8 0.2 -1.102
N 0.730226 -0.550936 -2.092122 -1.0 0.2 -1.1 -0.066
C 0.123826 -1.340349 -1.052680 1.7 -0.2 1.2 -1.030
C -0.522304 -0.422969 0.040936 1.6 -1.6 -0.2 -0.483
N 0.200512 -0.540389 1.322484 0.0 0.5 -0.5 -0.197
C 1.148557 0.578574 1.691443 -0.4 -2.8 0.9 0.774
C 0.556318 1.390012 2.850520 0.8 0.1 -0.7 -1.561
C 2.450115 -0.156149 2.212119 -0.6 1.5 -1.3 -1.213
H 2.429076 -1.115383 -3.226335 0.0 0.4 -0.2 0.352
H 0.967704 -0.645243 -4.188805 0.2 0.2 -0.1 0.325
H 1.132909 -2.182868 -3.375913 -0.5 0.1 0.2 0.347
H 1.023364 0.382369 -1.878557 0.0 0.0 0.3 0.093
H -0.508908 -2.151252 -1.429560 -0.5 0.4 -0.4 0.342
H 0.889880 -1.930946 -0.535935 -0.1 0.1 0.0 0.527
H -0.405322 0.580168 -0.369634 -1.0 0.2 0.1 0.238
H -1.507172 -0.834102 0.219903 -0.4 0.8 -0.1 0.402
H -0.488523 -0.616454 2.048609 -0.2 0.1 0.2 0.242
H 1.318031 1.058073 0.731224 0.3 0.7 0.3 0.109
H 0.132642 0.674953 3.554572 -0.3 0.1 0.0 0.411
H 1.365489 1.874660 3.399848 -0.1 0.4 -0.1 0.507
H -0.179141 2.104403 2.503438 -0.2 0.1 0.3 0.279
H 2.294879 -1.222652 2.217937 0.0 -0.2 0.3 0.237
H 3.202145 0.074664 1.454911 0.5 -0.2 0.5 0.285
H 2.700498 0.233848 3.193515 0.4 -0.2 0.0 0.391
O -2.697701 -0.589788 -2.140035 0.3 -1.0 -0.2 -0.721
H -3.129188 -1.451225 -2.074805 -0.4 0.2 0.0 0.302
H -1.765534 -0.867851 -2.151971 0.0 0.6 -0.1 0.370
O -0.176797 3.092915 -0.333433 -0.4 -0.8 0.4 -0.528
H -0.729302 3.778457 -0.713942 0.4 0.2 -0.2 0.250
H 0.758157 3.235837 -0.481030 -0.1 0.5 -0.2 0.277
O -3.385457 1.877352 -1.255239 0.1 -0.2 0.0 -0.657
H -2.861394 2.134547 -2.022701 -0.1 0.1 0.1 0.277
H -3.272088 0.906868 -1.286318 -0.1 0.3 -0.1 0.399
O 1.513704 -3.683336 0.777072 0.6 -0.6 -0.3 -0.688
H 1.615463 -2.825720 1.198249 -0.6 0.1 0.2 0.284
H 0.669530 -4.075792 1.013646 0.0 0.4 0.3 0.319
O -2.239187 1.231016 1.506228 -0.4 0.5 -0.2 -0.622
H -3.053772 1.377705 1.005298 -0.1 -0.1 0.2 0.263
H -1.631544 1.727964 0.940149 0.2 0.0 0.2 0.266
```
Positions in Å, forces in eV/Å.

4.
DFT (the ωB97M-V functional and the def2-TZVPD basis) results for a cluster of 7 separate species, C6H26NO6 in total at a distorted geometry.

As for the electronic energy: -750.03538 Eh. Its HOMO-LUMO gap is 9.9 eV. The HOMO energy is -0.457 Eh. For the energy relative to the best compared isomer or geometry (same formula, charge and spin), the calculation gives 113.4 kcal per mole. As for the charge: +1.

```
39
Properties=species:S:1:pos:R:3:forces:R:3:mulliken_charge:R:1
C -0.738032 0.048503 -0.215613 0.6 0.8 1.7 -0.479
C 0.550326 0.766438 0.281925 -0.2 0.9 -0.3 -0.244
C 1.047447 1.837127 -0.744592 -0.6 0.5 -1.2 -0.577
C 3.752288 -0.570353 -1.900072 2.4 -5.6 -1.1 -1.133
C 2.945931 0.483195 -1.418113 1.9 2.7 4.4 0.374
C 1.876945 1.127000 -1.795910 0.5 0.4 2.1 -0.824
N -0.493811 -0.688230 -1.615505 0.7 3.0 -0.3 -0.048
H -1.142922 -0.595236 0.671301 1.1 0.0 -2.4 0.148
H -1.524739 0.880576 -0.135509 0.9 -1.4 -1.4 0.187
H 0.181592 1.232238 1.211067 0.5 0.1 -0.5 -0.162
H 1.486757 0.196707 0.514640 -1.4 -0.2 0.0 0.599
H 0.289101 2.366646 -1.323476 -0.9 -0.5 0.4 0.138
H 1.480606 2.743862 -0.330337 0.9 -0.5 0.6 0.396
H 4.669815 -0.843301 -1.232476 -1.6 1.0 -1.1 0.299
H 3.170305 -1.626856 -1.814751 1.0 2.2 -0.3 0.142
H 4.151909 -0.579610 -2.954225 -0.6 0.4 0.9 0.313
H 3.388615 0.904873 -0.392690 -1.2 -1.2 -1.7 0.201
H 1.606800 0.965161 -2.763349 -1.6 -0.2 -2.8 0.577
H -1.071078 -1.480399 -1.520487 -0.3 -2.0 -0.4 0.422
H 0.558809 -0.864204 -1.824526 -2.3 -0.1 1.1 0.239
H -0.832701 -0.109085 -2.510401 0.3 -0.6 2.7 0.432
H 2.152702 -1.778558 3.433789 -1.3 1.4 0.0 0.303
H 0.904272 -1.479878 4.225580 -0.7 -0.2 0.8 0.304
O 1.403267 -1.110875 3.511486 1.9 -1.1 -0.8 -0.604
H -2.078159 1.902531 -1.944279 1.7 -1.9 -3.3 0.387
H -0.911189 2.194394 -3.005966 -1.6 -1.8 0.2 0.364
O -1.579296 1.448047 -2.795474 -0.4 4.0 2.4 -0.722
H 0.281985 2.187080 4.157709 -1.2 -2.0 -2.6 0.331
H 0.098257 0.918828 2.977860 0.5 1.4 1.7 0.276
O -0.238578 1.779105 3.352974 1.1 0.5 1.2 -0.754
H -1.903479 1.070304 2.892236 1.3 0.6 0.5 0.424
H -3.266152 1.737788 3.239274 1.5 -2.9 -1.4 0.337
O -2.820581 0.876260 2.825377 -3.0 2.3 0.9 -0.638
H -0.783743 -4.216896 -1.197172 -0.2 -0.4 0.3 0.289
H -0.082755 -3.824773 -2.474837 0.3 -0.4 -0.7 0.281
O -0.520892 -3.462911 -1.716960 -0.1 0.7 0.4 -0.586
H -4.190862 -1.871666 0.930157 0.3 0.1 -0.3 0.306
H -2.981167 -1.073115 1.256185 0.8 1.6 2.1 0.294
O -3.344587 -1.566034 0.569782 -1.2 -1.5 -1.8 -0.594
```
Positions in Å, forces in eV/Å.